1.
Molecular formula: C49H48N7O2SSeV
Method: DFT, ωB97M-V with the def2-TZVPD basis set

```
109
Properties=species:S:1:pos:R:3
V 0.1682 0.4458 -0.0251
O 4.3075 1.1000 -0.0191
C 3.1705 1.4699 -0.2715
O 2.1289 0.7254 -0.1433
C 2.9478 2.8546 -0.8240
C 4.0119 3.4078 -1.5362
C 3.8942 4.6271 -2.1755
C 2.6935 5.3213 -2.1011
C 1.6342 4.7991 -1.3791
C 1.7537 3.5690 -0.7363
S -1.4763 4.0013 -0.5550
H 4.9303 2.8375 -1.5772
H 4.7304 5.0325 -2.7306
H 2.5799 6.2767 -2.5982
H 0.6919 5.3306 -1.3098
C 0.6835 -5.1469 -4.1133
C 0.3125 -5.8334 -2.8288
C -0.0211 -7.1807 -2.8027
C -0.3699 -7.8211 -1.6217
C -0.3633 -7.1110 -0.4333
C -0.0117 -5.7696 -0.4282
C 0.3024 -5.1223 -1.6210
N 0.6747 -3.7655 -1.6541
C 0.1842 -2.7095 -0.9219
N -0.9902 -2.9667 -0.2912
C -1.9069 -2.0096 0.1955
C -1.5313 -0.6844 0.2911
C -2.5002 0.2497 0.6448
C -3.8033 -0.1382 0.9291
C -4.1342 -1.4838 0.8726
C -3.2006 -2.4440 0.5051
C -3.5739 -3.8998 0.4201
N 0.8113 -1.5655 -0.8937
C 2.0949 -1.5702 -1.5466
C 2.2558 -0.8443 -2.7250
C 3.4856 -0.7654 -3.3532
C 4.5780 -1.4250 -2.8105
C 4.4159 -2.1670 -1.6556
C 3.1858 -2.2670 -1.0103
C 3.0796 -3.1389 0.2125
H 0.5404 -5.8146 -4.9608
H 1.7315 -4.8325 -4.1169
H 0.0793 -4.2512 -4.2726
H -0.0164 -7.7354 -3.7333
H -0.6377 -8.8690 -1.6320
H -0.6114 -7.6002 0.4995
H 0.0440 -5.2269 0.5070
H 1.4279 -3.5168 -2.2773
H -1.3900 -3.8622 -0.5243
H -2.2466 1.3138 0.6915
H -4.5542 0.5946 1.1974
H -5.1420 -1.8029 1.1126
H -4.5859 -4.0596 0.7872
H -2.9034 -4.5257 1.0158
H -3.5395 -4.2723 -0.6097
H 1.4075 -0.3198 -3.1380
H 3.5914 -0.1750 -4.2544
H 5.5503 -1.3573 -3.2803
H 5.2675 -2.6826 -1.2266
H 3.9543 -3.0043 0.8497
H 3.0341 -4.1952 -0.0670
H 2.1869 -2.9276 0.7976
C 1.8092 -0.5266 6.1907
C 1.4094 -0.3228 4.7593
C 2.1851 -0.7944 3.7081
C 1.7816 -0.5736 2.4038
N 0.6467 0.0590 2.1002
C -0.1043 0.5284 3.1017
C 0.2431 0.3612 4.4276
H 2.7793 -1.0146 6.2663
H 1.0735 -1.1429 6.7100
H 1.8617 0.4282 6.7152
H 3.1174 -1.3111 3.8957
H 2.3990 -0.8624 1.5668
H -0.9994 1.0750 2.8267
H -0.4021 0.7686 5.1965
C -4.1953 3.6275 2.2009
N -3.0736 3.9660 3.0474
C -1.8864 3.3154 3.0065
Se 0.2367 3.0549 0.3867
N -1.1078 4.0190 3.8741
C -1.7641 5.1021 4.4373
C -1.3863 6.0883 5.3351
C -2.3425 7.0315 5.6792
C -3.6303 6.9920 5.1411
C -4.0058 6.0076 4.2400
C -3.0497 5.0624 3.8990
H -3.8632 2.8658 1.5022
H -4.5048 4.5024 1.6283
H -5.0366 3.2618 2.7932
H -0.1311 3.8109 3.9887
H -0.3871 6.1262 5.7491
H -2.0845 7.8177 6.3763
H -4.3478 7.7482 5.4309
H -5.0020 5.9811 3.8189
C -0.9649 0.8409 -6.3716
C -0.8503 0.8549 -4.8775
C -0.2148 1.8819 -4.1992
C -0.1036 1.8357 -2.8199
N -0.5650 0.8251 -2.0762
C -1.2155 -0.1510 -2.7311
C -1.3770 -0.1740 -4.0989
H -0.7437 1.8189 -6.7950
H -1.9660 0.5433 -6.6836
H -0.2611 0.1214 -6.7953
H 0.1947 2.7335 -4.7262
H 0.3727 2.6493 -2.2971
H -1.6361 -0.9353 -2.1209
H -1.9193 -0.9932 -4.5538
```

## Properties
- Multiplicity: 3
- LUMO energy (alpha / beta): 0.3 / 0.4 eV
- Strongest force on any atom: 0.017 hartree/bohr
- ⟨S²⟩: 2.03
- Kohn-Sham gap (alpha / beta): 0.248 / 0.250 Ha

Here are the Mulliken charges for atoms 1 to 4, given in e: 0.189, -0.737, -0.181, 0.900

***

2.
Molecular formula: C49H49BCl2N10O5P2Tl
Method: DFT, ωB97M-V with the def2-TZVPD basis set

```
119
Properties=species:S:1:pos:R:3
Tl 15.2354 13.7072 16.6652
C 18.7248 14.6642 20.5960
C 17.6848 15.1015 19.7154
N 17.4860 14.2578 18.7462
N 18.3273 13.1647 19.0343
C 19.0260 13.4513 20.1409
B 18.4275 12.1045 18.0335
N 17.0893 11.3542 17.9326
C 16.6625 10.5319 16.9854
C 15.5655 9.8516 17.4390
C 15.3855 10.3750 18.7079
N 16.2976 11.3029 19.0114
N 18.8151 12.6254 16.5441
C 19.9697 12.8168 15.8080
C 19.7097 13.4226 14.6510
C 18.2794 13.5858 14.7403
N 17.7645 13.2078 15.8404
N 19.5784 11.0846 18.5098
C 19.5327 9.7827 18.7323
C 20.8017 9.3049 19.0140
C 21.6395 10.4310 18.8042
N 20.8956 11.4942 18.5589
H 18.9046 15.0905 21.6846
H 17.1257 15.9997 19.8224
H 19.6189 12.6819 20.5178
H 17.1742 10.5759 15.9673
H 14.9449 9.1257 16.9174
H 14.5859 10.2467 19.3426
H 20.8557 12.3403 16.4050
H 20.2638 13.7461 13.7662
H 17.7018 14.1154 13.9301
H 18.5793 9.3044 18.9621
H 20.9868 8.2951 19.3208
H 22.6787 10.6488 18.9844
C 9.5755 14.3386 20.5895
C 10.5894 14.7118 21.6513
P 12.2344 14.9831 20.7400
C 12.6695 16.7632 21.1162
C 14.0334 17.0467 20.7062
C 14.7051 18.0990 21.2742
C 14.0854 18.8606 22.2718
C 12.8170 18.5695 22.7810
C 12.1707 17.5409 22.2108
C 13.5714 14.3468 21.8221
C 14.5507 13.5291 21.0586
C 15.7463 13.2377 21.5920
C 16.0414 13.5739 22.9287
C 15.2043 14.4403 23.5979
C 13.9294 14.7940 23.0003
C 9.7785 12.9634 20.0336
P 11.4096 12.3128 19.4845
C 11.5327 12.9951 17.7024
C 11.4063 14.3443 17.3568
C 11.4953 14.7260 16.0456
C 11.5791 13.7996 15.0073
C 11.7215 12.4230 15.3175
C 11.6658 12.0632 16.6449
C 10.9226 10.5803 19.2606
C 9.8801 10.1318 18.5051
C 9.5799 8.7159 18.5408
C 10.3670 7.8648 19.3229
C 11.4287 8.3910 20.1010
C 11.7396 9.7306 20.0381
H 9.5121 15.0729 19.7881
H 8.5292 14.3792 20.9464
H 10.8063 13.9129 22.3673
H 10.5039 15.6625 22.1772
H 14.3277 16.2614 20.2539
H 15.6536 18.6425 20.8656
H 14.6501 19.4853 22.7145
H 12.1795 18.9364 23.6592
H 11.2133 17.2314 22.5995
H 14.3366 13.1715 20.0625
H 16.5579 12.6493 21.1806
H 16.9480 13.3302 23.4701
H 15.5181 14.8905 24.5572
H 13.2020 15.2583 23.7078
H 9.1449 12.6312 19.1903
H 9.5541 12.2705 20.7752
H 11.3833 15.0404 18.2212
H 11.5144 15.7704 15.8114
H 11.3161 14.2303 13.8688
H 11.6767 11.6673 14.5068
H 11.7119 11.0556 16.9464
H 9.3550 10.7431 17.8454
H 8.8742 8.1880 17.7794
H 10.2829 6.8118 19.1526
H 11.9639 7.7333 20.7968
H 12.6867 10.1366 20.4266
Cl 3.0245 8.5496 11.5590
N 3.5931 11.9731 12.5588
C 3.7175 13.1231 12.3902
H 3.3311 11.0747 12.1820
C 15.8774 17.4886 16.5720
O 16.7317 17.5587 15.4146
H 14.9945 16.9865 16.2729
H 15.6973 18.4635 17.1083
H 16.3340 16.7324 17.2963
H 16.5952 16.7053 15.0554
Cl 6.7491 10.0304 14.7354
C 5.7000 9.6666 13.3807
H 4.8483 9.0327 13.5715
H 5.9855 10.1760 12.4559
O 15.3033 15.2688 14.7027
C 14.9817 14.2998 13.9182
O 14.9932 13.1133 14.3510
C 14.5958 14.5085 12.5601
C 14.2716 13.4348 11.6982
C 14.0255 13.6816 10.3264
C 13.8954 15.0275 9.9097
C 14.1945 16.0951 10.7346
C 14.5198 15.8154 12.0891
N 13.6035 15.1676 8.4588
O 13.3965 14.1966 7.7475
O 13.5540 16.3468 8.0144
H 14.2227 12.4861 12.1163
H 13.6716 13.0420 9.6129
H 14.3463 17.0424 10.4289
H 14.7395 16.6408 12.7671
```

## Properties
- Multiplicity: 2
- LUMO energy (alpha / beta): 2.1 / 2.1 eV
- Strongest force on any atom: 0.142 hartree/bohr
- Charge: -2
- ⟨S²⟩: 0.75
- Kohn-Sham gap (alpha / beta): 0.214 / 0.214 Ha
- Energy relative to the best compared isomer or geometry (same formula, charge and spin): 556.7 kJ/mol

Here are the Mulliken charges for atoms 1 to 4, given in e: 0.917, -0.972, -0.615, 0.096

***

3.
Molecular formula: C49H50Cl4N4O2P4STi
Method: DFT, ωB97M-V with the def2-TZVPD basis set

```
115
Properties=species:S:1:pos:R:3
Ti 0.2777 -0.5715 0.9688
N -1.1306 0.9702 2.1617
N -0.7144 1.2540 3.4718
C 0.5776 1.2076 3.7984
N 0.9201 1.5805 5.0292
S 1.7591 0.6946 2.6956
H -1.3906 1.8510 1.7143
H -1.9308 0.3403 2.2291
H -1.4166 1.5381 4.1418
H 0.2548 1.9287 5.7013
H 1.8885 1.5382 5.3003
C -0.5150 2.1557 -1.9520
N -1.9548 1.9999 -1.9376
C -2.6360 1.3003 -0.8757
P -1.8957 -0.3655 -0.5664
C -1.7608 -1.0082 -2.2466
C -0.5059 -1.2262 -2.8026
C -0.3840 -1.6166 -4.1271
C -1.5242 -1.7929 -4.8980
C -2.7813 -1.5766 -4.3484
C -2.9036 -1.1842 -3.0254
C -3.1980 -1.3096 0.2580
C -3.9979 -0.7166 1.2378
C -4.9045 -1.4809 1.9566
C -5.0299 -2.8384 1.6921
C -4.2717 -3.4238 0.6877
C -3.3578 -2.6647 -0.0291
C -2.6073 2.1101 -3.1955
C -3.9731 2.3941 -3.2478
C -4.6251 2.4857 -4.4659
C -3.9281 2.3182 -5.6545
C -2.5681 2.0637 -5.6070
C -1.9077 1.9564 -4.3903
P 0.3953 2.1078 -0.3437
C -0.2766 3.5358 0.5931
C -1.3863 4.2664 0.1643
C -1.8468 5.3437 0.9108
C -1.2051 5.7116 2.0830
C -0.0874 5.0042 2.5072
C 0.3722 3.9238 1.7709
C 2.0299 2.7548 -0.8560
C 2.3079 3.2361 -2.1348
C 3.5744 3.7084 -2.4490
C 4.5763 3.7264 -1.4899
C 4.3057 3.2641 -0.2095
C 3.0457 2.7769 0.1013
H -0.3027 3.1173 -2.4270
H -0.0097 1.3811 -2.5516
H -3.6682 1.1254 -1.1762
H -2.6785 1.8953 0.0460
H 0.3752 -1.0958 -2.1855
H 0.5945 -1.7901 -4.5565
H -1.4343 -2.1016 -5.9307
H -3.6676 -1.7087 -4.9535
H -3.8875 -1.0136 -2.6043
H -3.9565 0.3542 1.4161
H -5.5274 -1.0151 2.7080
H -5.7369 -3.4343 2.2530
H -4.3929 -4.4745 0.4581
H -2.7778 -3.1216 -0.8210
H -4.5308 2.5700 -2.3369
H -5.6833 2.7082 -4.4845
H -4.4377 2.4002 -6.6039
H -2.0087 1.9378 -6.5242
H -0.8516 1.7275 -4.3905
H -1.8871 4.0094 -0.7602
H -2.7026 5.9059 0.5626
H -1.5591 6.5592 2.6534
H 0.4386 5.3076 3.4029
H 1.2626 3.4013 2.0980
H 1.5607 3.2407 -2.9146
H 3.7738 4.0706 -3.4482
H 5.5580 4.1066 -1.7369
H 5.0762 3.2788 0.5500
H 2.8643 2.4039 1.0990
C 2.0596 -2.2810 4.1164
P 2.1782 -2.3251 2.2917
C 2.3124 -4.1400 2.0680
C 3.8374 -1.6891 1.8982
C 4.9198 -1.8209 2.7613
C 6.1539 -1.2850 2.4251
C 6.3137 -0.6185 1.2195
C 5.2455 -0.4928 0.3432
C 4.0023 -1.0252 0.6752
P 2.5788 -0.9533 -0.4606
C 2.5476 -2.6239 -1.1964
C 3.1785 -0.0297 -1.9168
H 2.6037 -3.1177 4.5553
H 1.0081 -2.3655 4.3998
H 2.4593 -1.3493 4.5063
H 3.2368 -4.4946 2.5271
H 2.2951 -4.4540 1.0278
H 1.4665 -4.6019 2.5809
H 4.8025 -2.3388 3.7048
H 6.9906 -1.3895 3.1022
H 7.2755 -0.2002 0.9553
H 5.3932 0.0216 -0.5963
H 3.5594 -2.8955 -1.5001
H 1.8964 -2.6220 -2.0712
H 2.1519 -3.3619 -0.5075
H 3.9217 -0.6374 -2.4349
H 3.6124 0.9298 -1.6559
H 2.3413 0.1427 -2.5950
Cl -1.6065 -7.0336 1.1501
C -1.3286 -5.3917 1.5582
C -1.7044 -4.9083 2.8188
Cl -2.4386 -5.9549 3.9612
C -1.4974 -3.5675 3.1445
Cl -1.9635 -2.9078 4.6624
C -0.9081 -2.7335 2.2113
O -0.7166 -1.4160 2.3516
C -0.5366 -3.2122 0.9543
O -0.0524 -2.2689 0.1405
C -0.7458 -4.5397 0.6197
Cl -0.3155 -5.0646 -0.9594
```

## Properties
- LUMO energy: -5.9 eV
- Strongest force on any atom: 0.008 hartree/bohr
- Charge: +2
- Kohn-Sham gap: 0.233 Ha
- Energy relative to the best compared isomer or geometry (same formula, charge and spin): 0.0 kJ/mol

Here are the Mulliken charges for atoms 1 to 4, given in e: -0.614, -0.756, -0.502, 0.595

***

- Among the records above, which one has the highest strongest force on any atom?
  C49H49BCl2N10O5P2Tl

***

- Which of these has the lowest strongest force on any atom?
  C49H50Cl4N4O2P4STi